(1)
148
Properties=species:S:1:pos:R:3:forces:R:3 method="wB97M-V/def2-TZVPD" total_energy_ev=-102497.1720 homo_lumo_gap_ha=0.31978 total_charge=0 de_lowest_kcal_mol=5.6
Ba -2.233 2.017 -0.764 -0.12 -0.02 0.94
Sr 2.087 1.295 -1.282 -0.34 0.40 -0.02
S 0.020 -0.019 0.781 -0.09 2.38 1.41
O 0.644 -0.640 1.955 -0.32 0.18 -0.82
O 0.532 -0.557 -0.502 0.49 -0.32 -0.67
O -1.463 -0.165 0.792 0.51 0.20 -0.23
O 0.365 1.528 0.752 -0.42 -2.77 -0.47
S 0.145 3.672 -2.329 -2.99 -0.93 -1.82
O -0.270 4.146 -3.678 0.80 -0.01 1.58
O 1.578 3.771 -2.071 0.63 -0.01 0.41
O -0.727 4.224 -1.250 0.94 0.00 -0.49
O -0.215 2.146 -2.335 1.09 0.77 0.14
C -2.210 -2.462 -3.421 0.44 1.20 1.51
C -2.924 -1.224 -2.857 1.66 1.49 1.80
C -3.667 -1.443 -1.521 -1.81 -0.29 -1.55
O -4.718 -0.469 -1.202 2.36 -0.68 -0.04
C -5.819 -0.362 -2.061 -0.61 -0.53 0.62
N -2.001 -0.049 -2.623 -0.34 -0.94 -0.88
H -1.663 -2.192 -4.336 -0.15 -0.26 0.33
H -2.947 -3.216 -3.599 -0.23 -0.76 -0.28
H -1.515 -2.766 -2.600 -0.23 -0.20 -0.90
H -3.649 -0.863 -3.520 -1.15 0.40 -1.25
H -3.096 -1.505 -0.633 1.12 0.28 0.59
H -4.126 -2.421 -1.644 -0.49 -0.27 0.18
H -5.807 0.599 -2.545 0.20 0.28 -0.83
H -6.638 -0.276 -1.332 -0.42 -0.47 -0.65
H -5.934 -1.224 -2.776 0.01 0.84 0.71
H -1.241 -0.340 -2.023 0.36 -0.39 0.43
H -1.511 0.217 -3.478 -0.34 0.07 0.02
C -2.147 1.673 3.229 0.89 0.60 -0.13
C -1.576 3.099 3.081 0.34 0.83 -0.17
C -0.104 3.172 3.545 -0.59 0.68 0.38
O 0.247 4.550 3.796 0.45 -0.94 -0.09
C 1.560 4.648 4.367 -0.27 1.44 -0.64
N -1.640 3.555 1.691 -0.13 1.42 -1.40
H -1.321 0.976 3.075 -0.24 -0.16 0.00
H -2.911 1.451 2.495 -0.13 0.10 -0.27
H -2.575 1.497 4.197 -0.11 0.00 0.68
H -2.125 3.892 3.584 -0.21 -0.45 0.88
H 0.570 2.715 2.822 -0.08 0.04 -0.43
H 0.048 2.614 4.454 -0.17 -0.34 0.73
H 2.201 5.305 3.716 -0.36 -0.95 0.24
H 2.016 3.667 4.549 -0.03 0.31 0.00
H 1.459 5.248 5.278 0.11 -0.48 0.23
H -0.712 3.392 1.341 0.39 -0.21 -0.78
H -1.750 4.601 1.518 0.06 -1.79 0.94
C -3.802 5.319 -4.171 0.12 -1.06 -0.33
C -3.613 4.461 -2.906 0.64 -1.22 -0.88
C -4.635 4.668 -1.813 -1.11 -0.21 -0.71
O -4.199 3.949 -0.663 -0.53 0.58 -0.42
C -5.060 4.199 0.421 -0.34 -0.14 0.39
N -3.509 2.950 -3.137 0.40 0.89 -1.47
H -2.925 5.203 -4.877 -1.03 0.04 0.88
H -3.895 6.357 -3.898 0.10 0.46 0.10
H -4.741 5.034 -4.671 0.27 0.06 -0.11
H -2.591 4.624 -2.593 0.05 0.76 0.76
H -5.672 4.325 -2.196 1.35 0.03 0.67
H -4.815 5.720 -1.538 0.47 -0.08 -0.14
H -5.949 3.586 0.359 -0.59 -0.12 -0.39
H -5.380 5.263 0.433 0.44 -0.54 0.42
H -4.583 3.825 1.327 0.32 0.63 0.11
H -4.176 2.626 -3.849 -0.08 0.26 0.47
H -2.603 2.849 -3.642 -0.52 -0.01 0.47
C 4.658 -0.380 2.511 0.74 1.07 -1.58
C 3.804 0.468 1.497 3.78 0.57 0.80
C 4.541 1.862 1.351 -1.65 -0.48 0.04
O 3.815 2.716 0.446 0.15 -2.10 -0.10
C 4.190 4.055 0.538 -1.38 0.04 1.67
N 3.787 -0.217 0.223 -0.40 -0.45 -1.02
H 4.650 -0.089 3.534 0.10 0.91 0.81
H 5.717 -0.471 2.133 -1.01 0.05 0.45
H 4.212 -1.325 2.540 -0.52 -1.75 -0.26
H 2.836 0.585 1.908 -1.18 0.28 0.07
H 5.609 1.824 1.126 0.09 -0.51 -0.77
H 4.567 2.329 2.320 -0.44 0.33 0.77
H 5.237 4.130 0.390 1.20 0.49 -0.32
H 3.941 4.380 1.604 0.26 0.20 -1.36
H 3.595 4.543 -0.223 0.10 0.60 0.09
H 4.744 -0.331 -0.134 -0.42 0.01 0.30
H 3.375 -1.175 0.310 0.29 0.57 0.06
C -3.844 -3.930 0.754 -1.97 -0.50 0.17
C -3.387 -2.843 1.650 0.13 0.01 1.53
C -4.070 -2.807 3.038 1.14 0.23 0.01
O -5.458 -2.639 2.931 -0.03 -0.57 -0.06
C -5.976 -1.324 2.956 0.66 -0.57 0.68
N -1.953 -3.096 1.843 -0.47 0.78 0.30
H -3.062 -4.070 0.021 -0.31 -0.42 -0.58
H -4.850 -3.747 0.334 0.64 0.20 -0.28
H -4.031 -4.822 1.345 0.54 -0.47 0.00
H -3.665 -1.884 1.257 0.43 0.82 -0.74
H -3.594 -2.006 3.681 -0.45 -0.57 -0.64
H -3.820 -3.759 3.513 -0.44 -0.06 0.20
H -6.458 -1.189 3.909 -0.31 0.25 0.60
H -6.747 -1.280 2.209 -0.05 0.50 -0.63
H -5.174 -0.581 2.901 -0.25 0.08 -0.52
H -1.571 -3.369 0.935 0.29 0.61 0.44
H -1.559 -2.213 2.171 0.59 -0.31 -0.43
C 2.574 -3.206 -2.240 1.90 -1.70 2.01
C 2.807 -3.967 -0.818 -0.80 3.61 -0.30
C 4.292 -4.282 -0.489 -1.68 1.55 -0.77
O 4.771 -5.328 -1.245 1.06 -0.99 -0.83
C 4.227 -6.597 -0.946 0.55 0.07 -0.14
N 2.357 -2.964 0.227 0.96 -1.71 0.28
H 3.380 -3.733 -2.772 -0.66 0.46 -1.01
H 2.820 -2.135 -2.167 0.00 -0.40 0.19
H 1.573 -3.318 -2.628 -0.12 -0.28 -0.22
H 2.244 -4.892 -0.738 -0.26 -0.01 -0.24
H 4.169 -4.506 0.554 0.86 -0.25 0.98
H 4.935 -3.372 -0.673 -0.61 -1.00 0.34
H 3.182 -6.623 -1.160 -0.98 0.00 0.41
H 4.495 -6.917 0.056 -0.34 0.11 0.45
H 4.621 -7.358 -1.600 0.66 0.09 -0.48
H 1.993 -3.460 1.051 0.04 0.37 -0.46
H 1.669 -2.322 -0.114 -0.67 0.14 -0.23
C 1.296 1.307 -6.300 0.16 -1.61 -1.13
C 2.225 1.001 -5.102 -1.03 0.44 -0.31
C 2.984 2.222 -4.677 -0.44 1.42 0.29
O 3.729 1.933 -3.496 1.34 0.39 0.25
C 4.703 2.990 -3.315 -1.62 0.63 -1.12
N 1.449 0.477 -3.980 -0.58 0.50 0.46
H 0.451 1.975 -6.108 0.45 0.24 0.31
H 0.811 0.303 -6.565 0.64 1.27 0.07
H 1.876 1.645 -7.205 -0.63 -0.23 0.84
H 2.899 0.201 -5.393 0.38 0.00 -0.12
H 2.255 3.076 -4.364 1.11 -1.15 -1.06
H 3.704 2.519 -5.497 -0.86 -0.01 0.75
H 5.441 3.035 -4.125 -0.24 -0.22 0.01
H 5.199 2.933 -2.395 0.66 -0.74 1.44
H 4.145 3.941 -3.269 0.21 -0.12 -0.25
H 0.964 -0.322 -4.365 -0.19 -0.36 0.39
H 0.704 1.161 -3.704 0.54 -0.47 -0.33
C 0.531 -3.591 4.747 0.98 2.45 -0.77
C 1.490 -3.895 3.559 -0.01 -0.20 0.72
C 2.780 -4.623 3.992 -0.91 0.08 0.49
O 3.315 -4.089 5.161 -0.18 -1.03 0.87
C 3.986 -2.911 4.953 0.45 0.31 0.61
N 0.861 -4.757 2.567 0.32 2.32 -1.16
H -0.463 -3.312 4.385 0.17 -0.03 -0.24
H 0.927 -2.698 5.287 -0.30 -0.46 -0.32
H 0.399 -4.300 5.499 0.06 -1.77 0.95
H 1.746 -2.908 3.144 -0.20 -0.35 -0.33
H 3.583 -4.682 3.258 -0.22 0.14 -0.63
H 2.481 -5.636 4.246 0.04 -0.34 0.02
H 4.691 -2.998 4.159 0.77 -0.13 -0.97
H 4.557 -2.713 5.850 -0.04 0.38 0.29
H 3.315 -2.113 4.707 -0.44 0.84 0.01
H 0.748 -5.649 2.955 -0.56 -1.48 0.54
H -0.037 -4.321 2.348 0.00 -0.66 -0.01

(2)
7
Properties=species:S:1:pos:R:3:forces:R:3 method="wB97M-V/def2-TZVPD" total_energy_ev=-18486.8676 homo_lumo_gap_ha=0.30764 total_charge=0 de_lowest_kcal_mol=107.4
C 0.384 0.497 0.033 0.25 -1.96 4.85
P -0.697 -0.977 0.026 -0.23 0.02 -0.41
I 2.476 0.248 0.092 -0.57 0.31 -0.40
H -0.149 1.293 -0.401 0.49 1.56 -0.33
H 0.040 0.489 1.883 0.53 0.75 -3.57
H -1.698 -0.010 -0.381 -0.15 -1.15 -0.09
H -0.356 -1.541 -1.253 -0.32 0.46 -0.05

(3)
117
Properties=species:S:1:pos:R:3:forces:R:3 method="wB97M-V/def2-TZVPD" s_squared=6.01 total_energy_ev=-1095923.0125 spin_multiplicity=5 homo_lumo_gap_ha=0.12667 total_charge=-2 de_lowest_kcal_mol=2.9
Fe 12.222 1.867 -13.838 2.73 -0.35 1.79
C 15.070 2.815 -12.088 -0.04 -3.58 -1.29
O 15.461 1.929 -11.035 1.28 1.12 1.13
O 14.061 2.069 -12.678 -0.92 2.53 -0.52
C 14.921 4.275 -11.613 -2.43 -2.41 0.04
F 14.211 4.260 -10.422 1.08 1.06 -0.88
F 16.088 4.874 -11.523 1.12 0.66 1.12
F 14.247 5.007 -12.500 -0.77 0.48 -0.19
C 16.649 2.137 -10.212 -2.13 -0.69 1.39
C 16.147 1.653 -8.794 0.91 -0.11 -1.28
H 16.841 1.899 -7.990 0.12 0.45 0.09
H 15.162 2.101 -8.661 0.07 -0.32 0.26
H 16.124 0.564 -8.831 -0.79 0.03 0.02
H 16.974 3.168 -10.076 0.10 0.16 -0.61
H 17.448 1.461 -10.517 0.25 0.21 -0.42
H 15.912 2.804 -12.780 0.49 0.70 -0.45
C 13.174 2.710 -16.420 -2.70 0.03 3.80
O 13.040 1.333 -16.004 0.68 -1.51 -1.97
O 12.390 3.325 -15.390 1.76 -0.36 -1.61
C 14.707 3.159 -16.481 -1.84 -1.07 1.42
F 15.115 3.913 -15.422 -0.33 -0.50 -1.40
F 15.519 2.086 -16.556 0.32 -0.05 0.27
F 14.867 3.797 -17.626 0.59 1.30 -0.67
C 13.161 0.207 -16.970 0.02 -0.94 1.55
C 12.891 -1.064 -16.070 1.14 0.97 0.05
H 11.883 -1.025 -15.656 0.08 -0.13 -0.05
H 13.169 -2.060 -16.416 -0.59 0.07 -1.11
H 13.610 -1.067 -15.251 -0.23 0.75 0.54
H 14.131 0.188 -17.466 0.42 0.03 0.49
H 12.483 0.184 -17.823 -0.69 0.82 0.36
H 12.636 2.824 -17.361 0.70 0.23 -0.62
C 10.659 -0.116 -12.583 4.71 0.08 0.08
O 10.470 0.753 -13.770 -1.58 -0.97 0.21
O 11.983 0.202 -12.291 -3.26 0.58 -0.21
C 9.532 0.038 -11.484 2.72 0.24 0.66
F 9.344 1.321 -11.232 -0.48 1.27 0.16
F 8.392 -0.511 -11.783 -2.51 -0.71 -1.73
F 9.801 -0.560 -10.310 1.20 0.10 0.04
C 9.247 0.574 -14.451 -0.33 1.33 0.59
C 9.213 1.550 -15.569 -0.01 -0.28 -1.02
H 8.234 1.442 -16.038 -0.13 0.44 -0.16
H 9.407 2.569 -15.236 -0.11 -0.16 -0.08
H 9.951 1.263 -16.318 0.19 0.20 -0.11
H 8.484 0.896 -13.742 -0.48 -0.52 -0.05
H 9.075 -0.442 -14.807 0.18 -0.23 0.25
H 10.668 -1.146 -12.942 -0.81 -0.49 -0.17
C 15.033 -1.931 -10.347 -1.23 4.34 1.05
O 15.300 -1.137 -11.517 1.48 -1.46 -2.48
O 14.261 -1.021 -9.665 0.22 -3.75 0.25
C 14.511 -3.364 -10.835 -0.27 2.85 0.66
F 14.178 -4.182 -9.852 -0.30 -0.84 1.30
F 13.411 -3.187 -11.568 -0.32 -0.35 -0.65
F 15.406 -4.053 -11.562 0.56 -0.39 -0.73
C 16.521 -1.393 -12.248 -1.39 0.22 1.73
C 16.584 -0.398 -13.327 0.20 0.95 -1.69
H 17.009 0.536 -12.962 0.09 0.03 -0.12
H 17.174 -0.795 -14.153 0.38 0.20 0.01
H 15.642 -0.104 -13.789 -0.44 -0.27 0.38
H 16.645 -2.421 -12.587 -0.18 -0.15 -0.13
H 17.356 -1.145 -11.593 0.44 -0.42 0.46
H 16.005 -1.970 -9.855 0.81 -1.34 0.36
Br 15.919 -2.999 -15.949 0.61 -0.50 -0.46
C 17.528 -4.029 -16.536 -0.60 -0.26 -0.55
C 17.164 -5.043 -17.689 -0.24 0.52 1.17
Br 18.656 -6.314 -18.004 -0.54 0.50 0.13
H 17.829 -4.539 -15.621 -0.06 -0.20 -0.29
H 18.276 -3.270 -16.766 -0.15 -0.23 -0.32
H 16.843 -4.660 -18.657 0.71 0.52 0.22
H 16.289 -5.604 -17.362 0.36 -0.38 0.26
Br 15.333 -2.571 -19.726 -0.14 0.15 0.17
C 13.492 -3.185 -19.456 0.52 0.39 -0.30
C 12.630 -2.670 -20.611 0.06 -0.14 0.71
Br 12.452 -0.680 -20.505 -0.09 -1.11 -0.18
H 13.107 -2.864 -18.488 0.25 0.38 -0.12
H 13.654 -4.258 -19.359 -0.57 -0.06 -0.60
H 11.648 -3.128 -20.492 -0.18 0.41 -0.16
H 13.018 -2.888 -21.606 0.10 0.06 0.27
Br 19.116 -0.193 -16.061 -0.35 1.19 -0.89
C 18.505 0.885 -17.660 0.30 -1.92 -0.87
C 17.758 -0.085 -18.613 0.60 0.10 1.46
Br 18.854 -1.669 -19.121 -0.44 0.73 -0.14
H 19.387 1.237 -18.194 -0.02 0.36 0.61
H 17.785 1.652 -17.374 0.41 -0.06 0.27
H 17.463 0.428 -19.528 -0.13 -0.25 0.13
H 16.953 -0.472 -17.988 -0.34 -0.25 -0.72
Br 16.665 6.757 -20.692 -0.84 -0.54 0.11
C 15.050 5.819 -19.980 -0.23 -0.52 -0.47
C 14.013 5.533 -21.071 -0.82 0.55 0.17
Br 12.380 4.748 -20.183 1.01 -0.02 -0.67
H 14.617 6.464 -19.215 0.18 0.06 -0.20
H 15.361 4.893 -19.496 0.31 0.28 -0.19
H 14.217 4.874 -21.914 0.57 -0.18 0.55
H 13.648 6.458 -21.516 0.01 0.03 0.20
Br 13.092 7.793 -14.427 0.58 -0.02 -0.60
C 14.282 7.400 -15.963 0.28 -0.69 0.26
C 15.773 7.312 -15.529 -0.97 0.58 -0.43
Br 16.820 6.922 -17.130 -0.20 0.07 0.22
H 14.043 8.076 -16.784 0.42 0.58 0.47
H 13.934 6.450 -16.366 0.14 -0.28 0.49
H 15.960 6.535 -14.787 -0.21 -0.01 -0.20
H 16.189 8.259 -15.186 -0.34 -0.09 0.11
Br 11.301 7.132 -18.009 -1.29 -0.20 0.86
C 9.632 6.330 -17.219 -0.69 0.43 0.90
C 9.784 5.981 -15.723 0.38 -0.79 -0.84
Br 8.098 5.059 -15.075 0.97 0.90 -0.49
H 9.301 5.495 -17.837 0.58 -0.10 0.12
H 8.819 7.055 -17.252 0.37 0.38 -0.50
H 9.984 6.853 -15.100 -0.30 -0.17 -0.09
H 10.584 5.249 -15.613 -0.06 -0.13 0.35
Br 19.056 4.344 -17.517 -0.42 -0.24 1.23
C 18.315 3.901 -15.683 0.71 0.38 1.06
C 19.503 3.516 -14.739 -0.78 -0.38 -0.51
Br 18.795 3.040 -12.934 0.35 0.04 -1.08
H 17.502 3.184 -15.798 0.77 -0.62 -0.17
H 17.761 4.708 -15.203 0.39 0.74 -0.66
H 20.233 4.292 -14.509 -0.48 0.30 -0.43
H 20.050 2.701 -15.212 -0.14 -0.33 0.54

(4)
61
Properties=species:S:1:pos:R:3:forces:R:3 method="wB97M-V/def2-TZVPD" total_energy_ev=-54492.0018 homo_lumo_gap_ha=0.33548 total_charge=-1 de_lowest_kcal_mol=64.5
O 1.916 -2.468 -0.991 -0.26 1.26 -0.44
C 1.049 -1.597 -1.103 4.41 -4.63 0.40
O -0.125 -1.904 -1.428 -3.03 -0.06 -0.78
B -0.927 -0.737 -1.098 -0.06 0.09 0.69
O 0.015 0.223 -0.542 -4.39 2.83 -0.06
C 1.151 -0.242 -0.606 6.45 0.53 2.31
O 2.180 0.189 -0.084 -1.73 -0.33 -1.23
O -1.981 -0.997 -0.118 2.53 -0.57 0.52
C -3.069 -0.874 -0.748 -6.98 -1.34 4.60
O -4.188 -1.119 -0.237 2.83 0.45 -1.55
C -2.846 -0.376 -2.062 -6.54 -0.19 -3.40
O -1.650 -0.285 -2.249 6.38 1.13 -1.91
O -3.711 -0.218 -2.908 0.20 0.33 0.66
O -1.677 -2.211 2.333 0.38 -0.22 0.71
H -2.001 -2.922 1.782 -0.34 0.17 -0.40
H -1.480 -1.444 1.777 -0.26 -0.15 0.10
O 0.638 0.990 -3.496 -0.36 0.46 1.02
H -0.158 0.452 -3.563 0.05 0.06 -0.41
H 1.322 0.633 -4.040 0.45 -0.51 -0.61
O -2.524 1.655 -4.738 0.11 0.44 -0.43
H -2.209 2.013 -3.909 0.83 0.69 -0.21
H -2.906 0.880 -4.356 -0.95 -1.36 -0.17
O -3.308 1.893 0.820 -0.66 0.19 -0.11
H -2.497 1.496 1.186 0.34 0.04 -0.26
H -3.202 2.189 -0.090 0.27 -0.17 0.35
O 1.323 1.708 2.402 -1.02 0.30 -2.04
H 1.887 2.047 3.078 0.83 0.23 0.50
H 1.639 2.045 1.509 0.12 -0.68 1.65
O -1.520 2.665 -2.474 -0.21 0.33 1.58
H -1.043 2.628 -1.619 -0.03 -0.11 -0.80
H -2.445 2.747 -2.192 0.17 0.23 -0.14
O 4.414 1.108 -1.605 -0.02 0.65 -0.10
H 4.489 0.173 -1.374 -0.02 -0.26 -0.02
H 4.001 1.486 -0.821 0.36 -0.15 -0.13
O 1.836 -1.063 2.927 0.38 -0.98 1.12
H 1.688 -0.280 2.441 -0.20 1.45 -0.77
H 1.590 -1.819 2.372 0.03 0.03 0.17
O 3.069 2.690 0.556 -0.05 -0.12 0.00
H 2.765 2.799 -0.334 -0.35 -0.38 -1.27
H 2.920 3.566 0.868 0.28 1.24 0.93
O -6.332 0.657 0.080 -1.25 1.25 -0.81
H -6.086 0.828 -0.843 -0.03 -0.24 0.48
H -5.673 0.071 0.399 0.97 -0.86 0.22
O 0.910 -3.233 1.886 2.58 -0.86 -1.09
H 0.896 -3.384 0.937 -0.16 -0.12 -0.02
H 0.049 -3.178 2.218 -2.47 0.43 0.71
O -1.233 0.732 2.113 -0.88 -0.47 -0.82
H -1.506 0.754 3.016 -0.63 -0.29 1.07
H -0.381 1.141 2.162 1.53 0.54 -0.06
O 4.581 -1.580 -1.295 0.88 -0.14 -0.18
H 4.754 -1.855 -2.193 0.57 0.08 -0.50
H 3.754 -2.026 -1.162 -1.43 -0.25 0.60
O 4.388 -2.251 1.838 -0.45 -0.17 0.06
H 5.305 -2.507 1.719 0.00 0.10 -0.44
H 3.986 -2.097 0.966 0.52 -0.17 0.35
O 4.278 0.557 2.018 -0.41 -0.03 -0.61
H 3.694 0.764 1.253 0.65 -0.39 1.02
H 4.167 -0.407 2.176 -0.03 0.65 -0.05
O -4.652 -0.464 2.794 -0.35 0.66 1.02
H -4.462 -0.723 1.904 0.41 -0.38 -0.96
H -4.880 0.475 2.729 0.08 -0.27 -0.09

| no. | E_HOMO (eV) |
| --- | --- |
| 1 | -8.64 |
| 2 | -8.83 |
| 3 | -0.63 |
| 4 | -7.30 |